The following is a DFT calculation (ωB97M-V/def2-TZVPD) of a molecular structure, C29H25Cl3N7SScSi.

Properties
E_HOMO ... -0.27400 hartree
E_LUMO ... 0.0030 hartree
Kohn-Sham gap ... 7.5 eV
Charge ... 0

```
67
C29H25Cl3N7SScSi ωB97M-V/def2-TZVPD
H 3.87 1.09 5.74
N 0.24 2.33 0.01
H -3.73 1.09 -3.74
C -2.86 0.68 1.24
C -0.58 2.83 -0.87
H 5.78 0.09 2.03
C 0.56 4.53 -0.09
C -1.62 -3.07 -0.53
N -1.26 -2.17 0.43
H -2.69 3.21 -2.79
C -2.95 1.11 -3.00
H 5.91 0.59 4.44
C 4.95 0.59 3.95
H 3.59 0.08 0.87
N -1.35 0.65 -1.52
C 0.34 0.94 3.06
H -0.87 4.78 -1.64
H 1.74 3.24 1.24
C -1.99 1.56 3.71
H -4.83 1.22 1.91
Sc 0.22 -0.12 0.11
C -2.54 -4.10 -0.28
H 1.35 -2.91 0.20
H -3.71 -5.71 -1.13
H -3.25 0.32 0.29
C -2.49 -4.74 -2.59
N 1.21 0.63 2.14
C 3.66 0.29 1.92
H -3.69 -5.07 1.28
H -2.39 -0.95 -2.47
C -3.34 1.63 3.41
C 2.59 0.86 4.02
H 0.66 -2.02 -1.28
C 0.97 3.38 0.50
C -1.49 0.59 1.50
Cl 1.28 1.98 -3.43
Cl 3.69 1.94 -1.17
S 1.00 1.18 4.64
C -2.28 0.11 -2.37
Si 2.08 0.73 -1.87
C -1.10 1.04 2.76
C -3.77 1.18 2.16
C -2.99 -4.27 1.05
H 2.68 -1.77 0.08
C 3.81 0.87 4.68
C 4.87 0.30 2.58
C -1.50 -3.76 -2.84
H -4.04 2.02 4.13
H -1.64 1.91 4.68
C 1.67 -1.90 0.48
N -0.43 4.17 -0.98
C -2.54 -3.43 2.02
Cl 3.08 -0.74 -3.01
C -1.69 -2.37 1.65
H -1.07 -3.67 -3.83
C -1.04 -2.96 -1.83
N -0.05 -2.00 -2.01
H -2.84 -3.54 3.05
C -2.99 -4.94 -1.34
H 1.77 -1.91 1.57
N -2.42 2.29 -2.51
H -1.39 -1.64 2.40
C -1.46 1.95 -1.63
H 0.89 5.55 0.01
H 0.38 -2.00 -2.92
C 2.51 0.57 2.66
H -2.83 -5.37 -3.41
```

---

The following is a DFT calculation (ωB97M-V/def2-TZVPD) of a molecular structure, C29H26AlBrN4.

Properties
E_HOMO ... -0.49286 hartree
E_LUMO ... -0.2031 hartree
Kohn-Sham gap ... 7.9 eV
Charge ... +2

```
61
C29H26AlBrN4 ωB97M-V/def2-TZVPD
C 0.52 2.60 -3.21
H -3.78 0.86 -2.43
H -2.97 -2.91 0.29
C 4.63 -1.30 -2.58
H -0.13 -4.80 3.68
C -1.79 2.05 -3.45
Al -0.17 -0.09 0.02
H 5.33 -1.68 -3.31
N -0.16 -1.68 1.42
C -2.51 2.68 3.10
H 1.42 3.09 -3.54
H -1.80 -4.58 1.83
C 3.27 -1.67 -2.68
C 0.52 1.85 -2.05
H -2.34 -1.27 -2.18
C 4.56 0.85 0.44
N -2.15 -0.99 -0.10
C -3.06 1.50 2.62
H -3.04 3.26 3.85
C -1.05 -2.67 1.24
C 0.74 -1.80 2.41
H 1.65 1.46 1.98
C 5.04 -0.49 -1.57
C -2.94 -0.46 1.04
C -2.87 -0.75 -1.38
C 1.79 0.24 0.23
N -1.16 1.17 1.23
N -0.57 1.21 -1.58
H -3.87 -1.19 -1.30
C -0.66 2.68 -3.94
H 1.45 -1.00 2.51
C -2.98 0.73 -1.71
C -0.14 -3.93 3.04
H -0.85 4.05 2.92
C -1.29 3.12 2.60
H 2.94 -2.34 -3.47
H -4.02 1.15 2.96
H -3.05 -1.23 1.81
H 0.30 2.64 1.23
H 4.02 1.95 2.17
H -2.73 2.12 -3.98
C -2.35 0.78 1.67
C 2.40 -1.17 -1.77
C 2.73 -0.30 -0.70
H -0.69 3.24 -4.87
Br 0.58 -1.77 -1.89
C -0.65 2.34 1.66
C 0.77 -2.90 3.24
H 6.08 -0.22 -1.47
H -1.60 -2.89 -0.82
C -1.99 -2.45 0.10
H -3.95 -0.22 0.70
H 5.62 1.09 0.51
C 3.68 1.33 1.36
C 2.31 1.03 1.23
H 1.51 -2.95 4.03
C -1.07 -3.81 2.02
C -1.73 1.34 -2.27
H -3.29 1.30 -0.82
H 1.42 1.75 -1.47
C 4.12 0.02 -0.61
```

---

The following is a DFT calculation (ωB97M-V/def2-TZVPD) of a molecular structure, C29H26B2F4N7O8S2Ta in a non-equilibrium geometry.

Properties
E_HOMO ... -0.49934 hartree
E_LUMO ... -0.3122 hartree
Kohn-Sham gap ... 5.1 eV
Charge ... +2

```
79
C29H26B2F4N7O8S2Ta ωB97M-V/def2-TZVPD
F 4.28 -1.07 2.64
C 0.16 -1.82 4.48
C -2.79 0.01 1.47
H 3.06 -1.62 -2.38
C 2.03 -1.86 -2.66
H 1.88 -4.19 -0.73
C -2.31 3.38 -0.03
C -3.85 0.88 -4.94
H 1.41 -4.16 7.28
C 1.48 -2.16 -0.22
H 2.01 5.41 0.57
C -2.42 -1.45 -5.23
N 1.45 2.34 -0.13
N -1.40 -1.25 2.76
C 2.22 -3.43 -0.04
C 3.92 3.38 2.29
H -3.41 0.74 -2.83
O 2.87 0.78 2.91
C -3.69 0.30 -6.20
O -2.07 -4.11 -5.35
B 1.34 1.21 -2.18
H -2.84 -1.33 -7.33
C 1.06 -3.49 6.50
C -2.97 -0.88 -6.36
H 1.84 4.73 -1.08
B 3.25 -0.45 2.08
F 3.46 0.06 0.78
Ta 0.63 0.63 1.10
H -1.52 4.11 -0.10
N 0.09 -0.79 -1.66
H 2.01 -2.93 -2.92
H -3.64 -0.45 1.98
H -3.83 4.67 -0.80
C -2.57 -0.87 -3.97
S -1.55 -1.14 -1.27
C -0.68 -2.81 4.99
C 2.72 2.77 1.70
C 2.09 3.28 0.44
N -1.23 -2.72 -3.34
H -4.12 0.78 -7.06
H 1.74 -1.28 -3.53
O 2.11 -1.50 1.86
H -0.88 -4.41 6.40
H 3.42 4.78 -0.27
S -1.38 -2.90 -5.06
H 3.30 -3.27 -0.19
O -0.07 -2.64 -5.55
C -0.29 -0.98 3.38
H 3.83 4.47 2.32
C -4.61 2.72 -0.31
O 0.20 0.25 -2.53
N 2.21 1.65 2.10
C 1.09 -1.65 -1.55
O 0.91 2.42 -1.36
H -4.42 1.79 -4.85
C -3.60 3.68 -0.42
C -1.83 -1.67 -3.00
H 2.09 -0.87 4.62
H -5.62 2.96 -0.64
H 2.89 -2.38 6.40
O 0.43 0.06 2.96
H 4.10 2.99 3.29
H 4.79 3.14 1.67
F 1.94 1.59 -3.31
O -0.74 1.79 0.79
C 1.89 -2.50 6.01
N 1.38 -1.28 0.73
C 1.44 -1.65 5.01
C -4.34 1.50 0.26
F 2.17 0.46 -1.29
C -0.23 -3.64 6.00
H -5.12 0.77 0.40
C 2.35 4.63 -0.12
N -1.60 -0.40 1.74
H 2.11 -3.76 0.99
C -3.29 0.30 -3.81
C -3.04 1.17 0.66
C -2.01 2.11 0.46
H -1.68 -2.92 4.59
```

---

The following is a DFT calculation (ωB97M-V/def2-TZVPD) of a molecular structure, C29H26BHgN11O2S in a non-equilibrium geometry.

Properties
E_HOMO ... -0.02298 hartree
E_LUMO ... 0.1608 hartree
Kohn-Sham gap ... 5.0 eV
Charge ... -2

```
71
C29H26BHgN11O2S ωB97M-V/def2-TZVPD
H -12.75 1.50 16.21
H -10.54 4.31 9.60
N -12.11 2.18 16.70
C -11.02 7.45 15.25
N -14.77 2.50 16.28
H -8.44 0.68 8.59
H -15.87 -0.18 10.90
N -10.82 1.98 12.66
O -13.75 0.06 15.48
H -12.57 2.04 8.76
N -9.77 1.18 10.15
H -16.72 2.23 16.93
C -10.72 2.16 16.27
H -14.04 8.55 13.07
C -16.65 -1.81 14.45
H -9.07 0.27 14.81
C -10.56 1.27 8.00
C -15.36 1.55 12.19
H -16.88 -2.70 13.86
C -11.35 4.63 10.24
N -12.84 4.53 11.95
C -12.97 5.76 11.36
H -14.38 2.58 18.30
H -10.22 7.10 15.92
C -17.38 0.03 15.83
C -10.94 8.59 14.48
C -10.57 1.98 14.81
N -13.17 1.62 11.60
H -12.13 3.92 17.77
H -10.04 9.21 14.47
H -14.53 -1.83 14.01
H -11.26 5.42 16.67
H -13.14 -0.10 10.30
C -15.83 1.78 16.44
C -12.11 5.43 15.97
S -9.60 3.36 17.05
B -11.73 2.27 11.44
C -12.21 6.66 15.27
H -10.26 1.36 16.87
C -14.95 -0.26 15.36
C -13.39 7.01 14.44
N -12.85 4.40 15.90
H -9.61 0.23 12.15
C -11.57 1.71 8.92
H -11.88 6.76 9.62
C -13.20 8.23 13.67
C -12.05 5.90 10.29
C -9.44 0.96 8.82
O -14.39 6.27 14.29
C -14.22 3.23 17.41
Hg -13.97 3.34 14.19
H -11.94 9.87 13.08
N -11.06 1.61 10.23
C -13.75 0.55 10.94
N -11.90 3.83 11.23
C -9.99 0.93 12.93
C -16.06 0.50 15.91
C -15.14 0.52 11.29
C -9.75 0.94 14.28
C -17.68 -1.14 15.17
H -14.72 4.19 17.56
H -18.19 0.63 16.26
H -18.68 -1.53 15.15
H -16.24 1.90 12.70
N -11.20 2.64 13.83
C -12.75 3.42 17.00
C -12.05 8.95 13.69
H -10.63 1.11 6.92
N -14.15 2.20 12.38
C -15.35 -1.37 14.53
H -13.71 6.45 11.77
```

---

The following is a DFT calculation (ωB97M-V/def2-TZVPD) of a molecular structure, C29H26CrNO3 in a non-equilibrium geometry.

Properties
⟨S²⟩ ... 3.81
E_HOMO (alpha / beta) ... -0.46154 / -0.51952 hartree
E_LUMO (alpha / beta) ... -0.2080 / -0.3176 hartree
Kohn-Sham gap (alpha / beta) ... 6.9 / 5.5 eV
Charge ... +2
Spin multiplicity ... 4

```
60
C29H26CrNO3 ωB97M-V/def2-TZVPD
H -1.15 0.76 -1.19
H 3.38 0.83 0.01
C 3.85 3.17 -1.81
H 3.22 1.94 1.38
C -1.98 2.47 1.64
H -0.35 -1.65 -3.04
H 2.33 4.66 -1.44
H -0.70 -3.67 -4.45
C -0.01 0.42 5.15
Cr -1.93 -3.72 -1.75
H 1.13 1.42 0.30
H 4.54 3.94 -2.16
H 4.22 3.73 0.24
C -2.97 3.29 1.09
H 2.14 3.83 -2.98
H -2.65 2.39 -2.19
H 3.99 2.29 -2.45
C 1.05 -0.78 2.88
H -0.42 0.91 6.04
H 2.26 -1.95 4.22
C 4.17 2.81 -0.36
C 0.98 -0.55 5.29
O -4.08 -5.55 -0.57
H 1.46 -1.30 2.01
H -3.97 3.95 -0.73
H -0.09 -4.13 0.47
C -3.17 -4.94 -0.99
C -0.08 -2.74 -1.20
C 0.03 0.20 2.70
C -3.22 3.29 -0.28
C -0.37 -5.18 -1.41
H -1.73 2.60 2.69
C 3.14 1.87 0.28
H -0.42 -6.16 -0.93
H -3.55 3.95 1.74
H -0.70 -5.95 -3.41
C -0.54 -5.06 -2.80
O -4.30 -3.28 -3.62
C -0.52 0.75 3.88
C -0.52 -3.78 -3.38
C -3.32 -3.43 -3.01
C -0.17 -4.04 -0.62
C -0.43 0.43 1.33
H 1.11 1.94 -2.00
H 0.45 3.30 -1.10
O -3.48 -1.68 -0.10
C -0.31 -2.65 -2.59
C 2.41 3.68 -1.93
H -1.39 1.39 3.83
C -2.84 -2.44 -0.72
C -0.17 -0.61 0.41
H 5.17 2.35 -0.29
H 1.32 -0.87 6.28
C 1.50 -1.16 4.14
C -0.03 -1.54 -0.38
C -2.50 2.41 -1.11
N 1.76 2.13 -0.04
C 1.38 2.74 -1.29
C -1.61 1.50 -0.53
C -1.33 1.48 0.86
```

---

The following is a DFT calculation (ωB97M-V/def2-TZVPD) of a molecular structure, C29H26F2N9O2PTc in a non-equilibrium geometry.

Properties
⟨S²⟩ ... 1.20
E_HOMO (alpha / beta) ... -0.43698 / -0.42561 hartree
E_LUMO (alpha / beta) ... -0.3106 / -0.3008 hartree
Kohn-Sham gap (alpha / beta) ... 3.4 / 3.4 eV
Charge ... +2
Spin multiplicity ... 2

```
70
C29H26F2N9O2PTc ωB97M-V/def2-TZVPD
C -1.00 0.41 3.01
C 2.78 -0.14 -0.87
C 2.20 1.85 2.33
C -2.43 -0.76 0.33
H 1.04 4.43 4.15
H -1.68 -3.40 -0.73
N 3.90 -1.04 0.77
C 1.17 -1.15 5.39
H 0.98 -5.11 3.35
H 4.85 -1.02 2.63
C -1.97 0.21 -3.75
C 2.58 -1.22 0.98
H 5.00 -0.09 -0.78
H 4.94 -2.57 1.76
C -1.89 3.85 -1.36
H 2.26 -5.26 2.13
H 0.25 -2.48 -2.25
C 0.69 -3.08 1.37
C 4.96 -1.48 1.65
H -0.69 4.29 2.39
C -0.91 -3.56 -0.01
N 0.48 -4.41 1.44
C 0.16 3.62 2.38
H 2.23 -1.24 5.16
C -1.12 3.88 -0.24
P 1.90 -2.17 2.39
H -2.25 -1.09 -5.43
H -2.58 1.00 -4.16
H 2.96 2.84 4.08
H -0.88 -5.72 0.46
H -1.82 1.01 2.65
N -0.22 -0.32 2.18
H 0.86 -6.34 2.08
H 5.92 -1.19 1.23
C 4.04 -0.36 -0.39
H -0.92 4.79 0.30
O -3.49 6.40 -0.76
C 0.66 -0.95 2.96
C 2.18 2.80 3.34
F -2.96 0.47 0.66
C 0.31 2.67 1.36
N -0.15 -2.54 0.49
H 2.48 0.37 -1.76
C -0.95 -1.93 -3.95
N 0.46 -0.63 4.25
C -1.41 1.57 -1.69
F -2.66 -1.55 1.41
Tc -0.32 -0.47 0.08
C -0.40 -1.73 -2.69
C 1.11 3.69 3.37
H -0.73 -2.83 -4.49
C -0.57 2.66 0.18
C -1.78 -0.95 -4.47
N 1.30 1.78 1.37
N -0.72 1.54 -0.53
O -4.22 5.35 -2.66
C -3.86 5.89 -1.72
C -0.59 0.23 4.30
N -0.64 -0.65 -1.95
H -0.97 0.64 5.22
H 0.79 -2.12 5.68
C -2.06 2.73 -2.12
C 1.19 -5.33 2.30
C -0.52 -4.72 0.59
H 2.99 1.12 2.29
C -1.37 0.35 -2.50
H -2.67 2.74 -3.01
N 1.88 -0.67 -0.01
H -3.07 -1.15 -0.48
H 1.04 -0.46 6.23
```

---

The following is a DFT calculation (ωB97M-V/def2-TZVPD) of a molecular structure, C29H26F3GeIrN3O9S.

Properties
⟨S²⟩ ... 8.79
E_HOMO (alpha / beta) ... -0.20768 / -0.33017 hartree
E_LUMO (alpha / beta) ... -0.0119 / -0.0974 hartree
Kohn-Sham gap (alpha / beta) ... 5.3 / 6.3 eV
Charge ... 0
Spin multiplicity ... 6

```
73
C29H26F3GeIrN3O9S ωB97M-V/def2-TZVPD
O 4.39 -3.79 1.29
H 4.22 3.18 -4.90
O 2.09 -3.69 0.41
H -1.09 -5.37 -0.14
C -4.49 0.44 -2.32
H 2.12 -1.96 -3.05
C 1.86 3.70 -1.87
C -2.51 0.46 -0.35
O -0.06 -5.26 -1.94
F 1.26 -2.32 2.72
H -1.46 -1.95 5.51
C -0.17 3.01 2.26
H -1.43 1.73 -1.72
C -2.57 3.66 3.48
O 3.39 6.83 -3.96
H 3.33 1.21 -3.70
H -1.68 -2.43 0.59
H 0.77 2.78 1.78
H -3.51 3.92 3.95
N 2.15 -2.58 -2.25
C 2.19 2.37 -2.28
C -1.26 2.15 2.12
O 1.93 0.02 -1.94
H 1.20 3.84 -1.02
H -2.10 -5.01 -1.57
H -3.17 1.69 -3.44
C -0.27 4.18 3.00
H -1.80 -4.18 4.49
H -5.60 -0.80 -0.96
H -1.22 0.03 4.08
S 3.20 -3.03 1.10
C 2.55 -2.68 2.79
C 0.36 -4.03 -1.82
C 3.56 3.29 -4.06
H -1.92 -4.41 2.03
O 4.46 5.52 -5.30
H 2.11 5.79 -2.24
C -3.69 -0.24 -0.16
C -2.46 2.50 2.73
O 0.79 1.46 -0.61
O -0.23 -3.15 -1.19
C 3.21 4.58 -3.63
C -2.33 1.16 -1.55
C 0.65 0.39 0.32
H 1.44 0.50 1.08
H -1.56 5.42 4.19
H 3.11 -2.73 -1.95
H -5.26 0.44 -3.08
C -1.76 -3.44 2.48
N 1.50 -3.80 -2.51
C -1.48 4.51 3.61
C -1.70 -3.31 3.86
F 2.65 -3.76 3.56
C -1.26 -5.59 -1.19
C -4.68 -0.25 -1.13
O 3.36 -1.70 0.49
Ir 1.19 -1.47 -0.45
F 3.24 -1.69 3.36
C 2.35 4.78 -2.54
H 0.58 4.83 3.10
C -1.51 -2.06 4.43
Ge -1.17 0.50 1.08
C 3.06 2.21 -3.39
H -3.33 1.85 2.62
N 3.73 5.72 -4.34
C -1.38 -0.94 3.62
H -3.85 -0.79 0.76
H 2.05 -4.59 -2.81
C -3.32 1.15 -2.52
C 1.68 1.25 -1.61
C -1.63 -2.32 1.67
C -1.43 -1.05 2.23
H -1.40 -6.65 -1.35
```

---

Number 1: total energy -4332.67122 hartree. Number 2: total energy -4155.84839 hartree. Number 3: total energy -3408.07305 hartree. Number 4: total energy -2449.96099 hartree. Number 5: total energy -2444.93225 hartree. Number 6: total energy -2385.33561 hartree. Number 7: total energy -4840.90692 hartree.